Below is C26H53CsGeN2OPS as an isolated structure, with properties calculated with wB97M-V/def2-TZVPD.

ΔE to the lowest compared entry with this formula, charge and spin = 17.6 kcal per mole
F_max = 0.0184 hartree/bohr
HOMO (spin up / spin down) = -3.518 / -1.932 eV
total charge = -1
LUMO (spin up / spin down) = 1.99 / 1.99 eV

Last column: Mulliken charge in e.
Atoms and positions in Å:
Cs 1.46 -0.41 1.44  0.920
C -3.35 4.44 3.37  -1.628
C -2.89 3.14 2.70  1.256
C -3.77 1.98 3.12  -1.759
C -1.41 2.93 2.96  0.407
C -0.47 3.62 2.19  -0.137
C 0.88 3.56 2.47  -0.861
C 1.36 2.81 3.55  0.829
C 2.83 2.76 3.86  -0.943
C 0.43 2.09 4.29  -1.067
C -0.93 2.13 3.99  0.056
H -4.40 4.64 3.15  0.435
H -2.75 5.29 3.04  0.373
H -3.24 4.36 4.46  0.353
H -3.00 3.28 1.62  -0.238
H -3.79 1.88 4.21  0.480
H -3.44 1.03 2.70  0.237
H -4.80 2.16 2.80  0.407
H -0.82 4.24 1.37  0.310
H 1.59 4.10 1.86  0.369
H 3.01 2.30 4.83  0.330
H 3.26 3.76 3.86  0.382
H 3.36 2.19 3.08  0.125
H 0.77 1.48 5.12  0.269
H -1.62 1.55 4.59  0.256
C 2.71 -4.92 -0.30  -1.138
P 1.55 -4.29 0.93  1.014
C -0.03 -4.17 0.11  -0.706
C 1.38 -5.61 2.15  -1.293
O 2.02 -3.01 1.54  -0.715
H 2.35 -5.84 -0.76  0.368
H 3.67 -5.10 0.18  0.351
H 2.84 -4.16 -1.07  0.267
H -0.36 -5.16 -0.24  0.408
H 0.04 -3.48 -0.73  0.197
H -0.77 -3.74 0.79  0.107
H 1.07 -6.54 1.68  0.363
H 0.63 -5.31 2.88  0.348
H 2.33 -5.75 2.66  0.356
C 4.01 2.12 -1.84  -1.016
Ge 4.74 0.73 -0.62  0.604
C 3.98 -0.96 -1.36  -1.073
C 6.67 0.59 -1.10  -1.167
C 4.23 1.05 1.19  -1.255
H 4.25 1.91 -2.88  0.357
H 4.41 3.10 -1.57  0.328
H 2.93 2.17 -1.73  0.162
H 4.32 -1.11 -2.39  0.354
H 2.88 -0.95 -1.37  0.168
H 4.30 -1.82 -0.76  0.284
H 6.81 0.49 -2.18  0.327
H 7.11 -0.28 -0.61  0.335
H 7.21 1.47 -0.77  0.325
H 5.06 0.73 1.85  0.042
C -2.41 2.40 -3.81  -1.269
C -1.59 2.70 -2.57  -0.512
C -2.42 2.75 -1.29  0.051
C -2.93 1.39 -0.83  -0.585
N -1.83 0.52 -0.42  0.433
C -2.19 -0.85 -0.18  -0.975
S -2.15 -1.47 1.43  -0.475
N -1.80 -1.73 -1.25  0.441
C -2.17 -1.30 -2.59  0.029
C -1.62 -2.20 -3.69  -0.686
C -2.39 -3.50 -3.97  -0.582
C -2.22 -4.60 -2.92  -1.036
H -1.79 2.37 -4.71  0.340
H -3.18 3.16 -3.97  0.382
H -2.92 1.43 -3.74  0.242
H -1.08 3.66 -2.71  0.452
H -0.81 1.95 -2.45  0.218
H -3.27 3.43 -1.42  0.513
H -1.80 3.17 -0.48  -0.359
H -3.46 0.89 -1.65  0.525
H -3.67 1.52 -0.03  0.183
H -1.43 0.89 0.44  -0.264
H -2.18 -2.64 -1.02  -0.064
H -1.74 -0.31 -2.72  -0.259
H -3.26 -1.21 -2.72  0.271
H -0.57 -2.43 -3.47  0.226
H -1.62 -1.62 -4.62  0.344
H -2.07 -3.89 -4.93  0.362
H -3.45 -3.26 -4.08  0.283
H -1.17 -4.82 -2.76  0.199
H -2.71 -5.52 -3.25  0.436
H -2.66 -4.33 -1.96  0.266

Below is a 4-piece molecular cluster, C26H53IN2O3PS overall, with properties calculated with wB97M-V/def2-TZVPD.

F_max = 0.1323 hartree/bohr
HOMO = -12.193 eV
total charge = +1
LUMO = -5.28 eV

Last column: Mulliken charge in e.
Atoms and positions in Å:
C -1.52 -0.52 6.62  -0.540
C -2.13 -1.71 6.10  -0.424
C -1.14 -2.87 5.63  -0.428
C -1.53 -3.57 4.27  0.516
C -1.71 -5.08 4.13  -0.675
C -2.08 -5.56 2.75  -0.333
N -2.32 -4.86 1.58  -1.007
N -2.13 -3.57 1.80  0.978
P -2.43 -2.53 0.32  0.115
O -3.26 -3.50 -0.84  -0.440
I -0.25 -2.04 -0.72  0.081
C -1.76 -2.89 2.94  0.948
C -1.56 -1.31 2.88  -0.338
S -3.20 -0.39 2.92  0.791
O -4.36 -1.36 3.01  -0.584
O -3.40 0.45 1.71  -0.470
H -0.75 -0.04 5.92  0.187
H -1.74 -0.10 7.64  0.283
H -3.26 -1.77 6.00  0.414
H -1.20 -3.67 6.45  0.436
H -0.05 -2.53 5.61  0.210
H -1.59 -5.82 4.97  0.392
H -2.18 -6.69 2.63  0.393
H -2.61 -3.82 -1.50  0.332
H -1.01 -0.95 3.82  -0.151
H -0.90 -0.97 2.01  0.066
H -3.30 0.42 4.06  0.197
C 0.98 1.84 -7.02  -1.049
C 0.23 0.53 -7.22  -0.479
C -0.69 0.17 -6.05  -0.768
C 0.02 -0.06 -4.71  0.017
C 1.10 -1.14 -4.72  -0.570
C 0.56 -2.53 -5.04  -1.175
H 1.65 1.79 -6.16  0.249
H 1.59 2.06 -7.90  0.397
H 0.28 2.67 -6.87  0.216
H 0.95 -0.28 -7.41  0.241
H -0.38 0.61 -8.13  0.376
H -1.26 -0.73 -6.32  0.340
H -1.42 0.97 -5.92  0.360
H -0.74 -0.32 -3.96  0.268
H 0.47 0.88 -4.38  0.034
H 1.56 -1.17 -3.72  0.353
H 1.90 -0.89 -5.42  0.316
H -0.22 -2.82 -4.33  0.181
H 1.36 -3.27 -4.99  0.375
H 0.13 -2.57 -6.05  0.343
C -0.70 3.68 -3.77  -0.833
C -1.16 4.63 -2.68  -0.520
C -0.44 4.41 -1.34  -0.994
C -0.66 3.04 -0.70  -0.407
C -2.11 2.66 -0.43  0.198
C -2.81 3.59 0.55  -1.320
H -0.91 2.64 -3.52  0.020
H -1.21 3.90 -4.71  0.389
H 0.38 3.78 -3.95  0.341
H -2.24 4.54 -2.55  0.254
H -0.98 5.66 -3.01  0.406
H -0.76 5.20 -0.65  0.342
H 0.63 4.56 -1.49  0.392
H -0.10 3.01 0.24  0.357
H -0.20 2.27 -1.34  0.228
H -2.14 1.65 -0.02  -0.085
H -2.68 2.63 -1.37  0.258
H -2.28 3.61 1.51  0.252
H -3.83 3.25 0.74  0.356
H -2.86 4.62 0.17  0.398
C 5.04 1.90 2.67  -1.186
C 4.83 0.63 1.85  -0.588
C 3.36 0.35 1.53  -0.622
C 2.47 0.11 2.75  0.209
C 2.90 -1.04 3.66  -0.428
C 2.89 -2.40 2.97  -1.033
H 4.57 1.83 3.65  0.288
H 6.11 2.07 2.83  0.384
H 4.64 2.77 2.15  0.292
H 5.28 -0.22 2.36  0.244
H 5.37 0.74 0.90  0.408
H 3.31 -0.51 0.86  0.267
H 2.95 1.20 0.97  0.347
H 1.45 -0.09 2.39  -0.410
H 2.40 1.02 3.34  0.382
H 2.21 -1.08 4.52  0.264
H 3.89 -0.85 4.08  0.361
H 1.89 -2.63 2.58  0.092
H 3.17 -3.18 3.68  0.384
H 3.60 -2.43 2.14  0.341

Below is C26H54Cl3N5O4PPbSi as an isolated structure, with properties calculated with wB97M-V/def2-TZVPD.

ΔE to the lowest compared entry with this formula, charge and spin = 0.0 kcal per mole
F_max = 0.0495 hartree/bohr
HOMO = -4.809 eV
total charge = -1
LUMO = 2.41 eV

Last column: Mulliken charge in e.
Atoms and positions in Å:
C -3.02 3.81 0.22  -1.096
C -3.63 2.52 -0.19  0.114
H -3.64 4.67 -0.04  0.403
H -2.06 3.94 -0.33  -0.193
H -2.77 3.83 1.29  0.248
C -4.73 2.42 -0.95  0.317
C -5.43 3.62 -1.54  -1.693
H -5.16 1.44 -1.17  0.327
H -4.71 4.34 -1.95  0.380
H -6.06 4.14 -0.80  0.285
H -6.08 3.29 -2.35  0.374
Pb 0.52 1.79 -0.04  0.536
Cl -0.44 1.56 2.50  -0.687
Cl -0.36 3.86 -1.67  -0.658
C -1.07 -2.11 1.30  -0.484
O -0.18 -1.59 0.61  -0.248
N -1.79 -3.21 0.95  0.730
C -1.60 -3.82 -0.36  -0.760
C -2.67 -3.89 1.88  -1.030
H -1.37 -1.71 2.29  0.272
H -0.91 -3.20 -0.94  -0.164
H -2.56 -3.90 -0.89  0.342
H -1.18 -4.84 -0.25  0.352
H -2.75 -3.28 2.79  0.293
H -2.28 -4.88 2.15  0.289
H -3.68 -4.01 1.46  0.302
H -1.16 2.79 -3.40  0.227
H -3.38 0.81 -3.24  0.220
C -0.85 2.06 -4.17  -0.921
C -2.73 0.46 -4.06  -0.679
N -1.33 0.75 -3.79  0.287
H 0.24 2.03 -4.21  0.282
C -0.59 -0.03 -2.98  0.185
O 0.57 0.22 -2.63  -0.668
H -2.86 -0.63 -4.19  0.288
H -1.14 -0.93 -2.63  0.211
H -1.29 2.33 -5.14  0.334
H -3.03 0.98 -4.98  0.314
O -1.71 1.16 -0.64  0.380
C -2.80 1.27 0.16  0.312
C -3.65 -0.83 -0.96  1.499
C -3.62 -0.04 0.19  -0.582
H -2.98 -0.55 -1.78  -0.666
C -4.53 -1.91 -1.06  -0.874
H -2.43 1.48 1.18  0.064
C -4.38 -0.41 1.30  -0.267
H -4.56 -2.47 -2.00  0.433
C -5.32 -2.25 0.03  -0.630
C -5.23 -1.51 1.22  -0.739
H -4.31 0.22 2.19  0.437
H -6.00 -3.10 -0.03  0.338
H -5.82 -1.80 2.09  0.368
Si 2.55 4.45 0.72  0.433
Cl 0.56 4.74 1.31  -0.161
C 2.89 4.21 -1.11  -0.914
C 3.04 3.16 1.99  -0.560
C 3.45 6.10 0.85  -1.102
H 2.50 3.29 -1.56  0.233
H 3.98 4.23 -1.24  0.396
H 2.47 5.06 -1.65  0.279
H 3.26 6.71 -0.04  0.278
H 4.53 5.88 0.88  0.309
H 3.19 6.68 1.73  0.307
H 2.30 2.35 2.11  -0.082
H 3.09 3.66 2.97  0.328
H 4.02 2.72 1.75  0.269
C 2.00 -3.27 2.65  -0.873
N 2.79 -2.07 2.41  0.501
C 2.42 -0.94 3.28  -1.025
P 3.32 -1.67 0.84  0.082
O 2.97 -0.31 0.37  -0.468
N 5.00 -2.03 0.97  0.427
C 5.84 -1.68 -0.19  -0.905
C 5.68 -1.84 2.24  -0.984
N 2.80 -2.91 -0.12  0.561
C 3.39 -4.24 -0.03  -1.303
C 2.08 -2.65 -1.36  -0.766
H 1.38 -3.12 3.54  0.431
H 2.63 -4.15 2.83  0.203
H 1.34 -3.48 1.80  0.034
H 2.64 -1.22 4.32  0.332
H 3.02 -0.07 3.02  0.245
H 1.36 -0.68 3.16  0.280
H 5.91 -0.59 -0.32  0.209
H 6.84 -2.11 -0.03  0.356
H 5.41 -2.12 -1.10  0.252
H 5.78 -0.78 2.51  0.249
H 5.11 -2.36 3.02  0.259
H 6.68 -2.28 2.18  0.375
H 2.76 -4.92 0.57  0.275
H 3.49 -4.67 -1.04  0.421
H 4.38 -4.18 0.43  0.380
H 1.27 -3.39 -1.48  0.299
H 1.63 -1.65 -1.37  0.063
H 2.76 -2.73 -2.23  0.380

Below is C26H55ClInNO6P as an isolated structure, with properties calculated with wB97M-V/def2-TZVPD.

ΔE to the lowest compared entry with this formula, charge and spin = 120.5 kcal per mole
F_max = 0.1847 hartree/bohr
HOMO = -4.046 eV
total charge = -1
LUMO = 2.44 eV

Last column: Mulliken charge in e.
Atoms and positions in Å:
C -6.25 1.44 -2.83  -0.976
C -5.43 2.36 -1.72  -0.215
C -3.83 2.13 -1.98  0.135
C -3.10 3.39 -2.73  -0.812
In -2.72 1.42 -0.10  0.096
C -0.55 1.06 -0.64  -0.774
C -0.28 -0.22 -1.62  0.114
C -0.51 0.08 -3.22  -0.207
N -1.00 -1.22 -3.85  -0.521
C -2.85 2.98 1.59  -0.833
C -2.10 4.39 1.23  0.429
O -1.75 4.71 -0.04  -0.362
Cl -1.82 5.57 2.68  -0.247
P -3.95 -0.63 0.75  0.302
C -3.08 -2.27 0.30  -0.713
O -3.82 -0.51 2.52  -0.532
H -6.20 1.95 -3.90  0.244
H -5.85 0.32 -2.84  0.201
H -7.36 1.39 -2.46  0.340
H -5.77 1.98 -0.65  0.194
H -5.71 3.49 -1.90  0.245
H -3.75 1.21 -2.74  -0.011
H -3.60 4.39 -2.31  0.315
H -3.20 3.32 -3.91  0.206
H -1.93 3.37 -2.51  0.062
H -0.14 2.07 -1.14  0.081
H 0.08 0.93 0.35  0.221
H -1.05 -1.08 -1.33  -0.172
H 0.80 -0.64 -1.45  0.068
H -1.22 1.00 -3.44  0.093
H 0.52 0.34 -3.76  0.262
H -1.86 -1.58 -3.38  0.177
H -1.14 -1.10 -4.89  0.222
H -4.00 3.12 1.84  0.225
H -2.37 2.45 2.55  0.222
H -2.89 -2.35 -0.86  0.195
H -2.11 -2.34 0.96  0.067
H -3.82 -3.15 0.61  0.337
H -4.48 0.19 2.82  0.274
C -0.51 -2.62 5.40  -0.647
C -1.31 -1.91 4.34  -0.200
C -0.44 -0.71 4.04  0.018
O 0.92 -1.12 4.26  -0.401
C 0.91 -2.38 4.94  -0.245
H -0.75 -3.68 5.50  0.354
H -0.68 -2.14 6.37  0.292
H -1.39 -2.55 3.45  0.060
H -2.32 -1.64 4.66  0.308
H -0.66 0.12 4.71  0.226
H -0.55 -0.36 3.00  -0.098
H 1.23 -3.14 4.23  0.045
H 1.62 -2.36 5.77  0.294
C 2.43 6.96 -0.44  -0.600
C 1.16 6.32 0.05  -0.150
C 0.10 7.24 -0.52  -0.197
O 0.62 7.78 -1.74  -0.429
C 2.02 7.47 -1.81  -0.446
H 3.28 6.28 -0.48  0.335
H 2.69 7.81 0.21  0.271
H 1.06 5.32 -0.39  0.026
H 1.11 6.22 1.13  0.318
H -0.10 8.07 0.16  0.207
H -0.84 6.72 -0.72  0.141
H 2.15 6.70 -2.57  0.276
H 2.58 8.36 -2.11  0.274
C 4.57 -4.14 1.48  0.265
C 4.84 -5.56 1.91  -0.602
C 4.69 -5.47 3.41  -0.515
O 3.74 -4.44 3.67  -0.385
C 3.50 -3.71 2.46  -0.446
H 4.25 -4.05 0.43  -0.333
H 5.47 -3.54 1.62  0.331
H 4.07 -6.23 1.50  0.257
H 5.82 -5.94 1.59  0.379
H 5.64 -5.18 3.88  0.262
H 4.35 -6.41 3.85  0.283
H 2.50 -3.98 2.10  0.276
H 3.52 -2.64 2.66  0.349
C 3.66 -3.64 -3.73  -0.609
C 2.16 -3.82 -3.60  -0.236
C 2.04 -4.45 -2.23  -0.603
O 3.13 -3.95 -1.44  -0.387
C 4.06 -3.29 -2.31  -0.412
H 3.94 -2.87 -4.46  0.338
H 4.12 -4.59 -4.02  0.292
H 1.67 -2.84 -3.61  0.010
H 1.72 -4.43 -4.39  0.349
H 2.13 -5.54 -2.28  0.304
H 1.09 -4.20 -1.74  0.287
H 3.97 -2.21 -2.13  0.272
H 5.08 -3.60 -2.08  0.288

Below is a 7-piece molecular cluster, C26H57F3N6O6P2 overall, with properties calculated with wB97M-V/def2-TZVPD.

F_max = 0.0426 hartree/bohr
HOMO = -6.881 eV
total charge = 0
LUMO = 0.48 eV

Last column: Mulliken charge in e.
Atoms and positions in Å:
C 1.68 -3.38 0.53  -0.791
C 2.07 -2.77 -0.84  -0.808
P 0.79 -1.96 -1.87  0.287
C -0.39 -3.20 -2.55  -0.541
C -0.93 -4.34 -1.65  -1.271
P -0.22 -0.47 -0.65  0.018
C -1.97 -0.48 -1.26  -1.234
C -2.83 -1.45 -0.44  0.067
C -2.86 -1.01 0.99  0.239
F -3.00 0.33 1.21  -0.354
C -2.67 -1.80 2.05  0.355
F -1.74 -1.67 2.98  -0.212
F -3.39 -2.90 2.28  -0.268
H 2.34 -3.01 1.32  0.309
H 0.66 -3.13 0.82  -0.044
H 1.77 -4.46 0.51  0.296
H 2.60 -3.50 -1.46  0.365
H 2.78 -1.97 -0.65  0.420
H -1.24 -2.60 -2.88  0.373
H 0.07 -3.58 -3.46  0.694
H -0.54 -5.31 -1.97  0.261
H -0.69 -4.20 -0.60  0.219
H -2.01 -4.41 -1.72  0.354
H 0.27 0.74 -1.18  0.007
H -2.35 0.54 -1.17  0.621
H -2.03 -0.77 -2.31  0.513
H -2.44 -2.46 -0.49  -0.180
H -3.84 -1.46 -0.88  0.353
C 2.30 -0.45 -6.07  -0.662
N 1.98 -0.04 -4.72  0.071
C 2.14 1.17 -4.14  0.910
C 2.74 2.27 -4.97  -1.323
O 1.81 1.34 -2.97  -0.594
H 1.40 -0.81 -6.57  0.239
H 3.03 -1.27 -6.04  -0.003
H 2.72 0.37 -6.65  0.407
H 1.59 -0.74 -4.09  -0.037
H 2.80 3.17 -4.36  0.344
H 3.74 2.01 -5.31  0.215
H 2.11 2.48 -5.84  0.373
C -2.03 2.14 6.63  -0.434
N -0.91 1.30 7.01  -0.100
C -0.69 0.00 6.67  0.504
C -1.71 -0.65 5.78  -0.951
O 0.30 -0.59 7.09  -0.673
H -1.67 3.01 6.08  0.216
H -2.56 2.47 7.52  0.147
H -2.73 1.59 6.00  0.144
H -0.20 1.69 7.61  0.203
H -1.41 -1.68 5.59  0.334
H -2.69 -0.65 6.26  0.336
H -1.78 -0.12 4.83  0.288
C -7.35 0.78 3.04  -0.867
N -6.41 0.85 4.14  -0.151
C -5.67 -0.14 4.69  0.834
C -5.82 -1.53 4.09  -1.350
O -4.92 0.08 5.62  -0.630
H -7.03 1.43 2.23  0.284
H -8.34 1.09 3.36  0.303
H -7.40 -0.24 2.66  0.322
H -6.27 1.75 4.58  0.230
H -5.17 -2.20 4.64  0.249
H -6.85 -1.88 4.19  0.458
H -5.54 -1.53 3.04  0.322
C -1.45 5.00 8.67  -0.755
N -1.17 6.39 8.94  -0.135
C -2.04 7.44 8.99  0.728
C -3.50 7.13 8.74  -1.208
O -1.65 8.56 9.23  -0.639
H -1.14 4.38 9.52  0.267
H -0.90 4.67 7.79  0.302
H -2.51 4.84 8.50  0.252
H -0.21 6.66 9.12  0.218
H -4.06 8.06 8.81  0.288
H -3.64 6.71 7.74  0.343
H -3.89 6.43 9.48  0.342
C 6.64 4.69 -7.45  -0.839
N 5.58 3.74 -7.74  -0.154
C 5.66 2.39 -7.83  0.875
C 7.01 1.75 -7.59  -1.407
O 4.67 1.73 -8.09  -0.643
H 6.40 5.26 -6.55  0.282
H 6.77 5.39 -8.28  0.287
H 7.58 4.17 -7.29  0.314
H 4.66 4.10 -7.91  0.224
H 6.90 0.68 -7.70  0.318
H 7.74 2.10 -8.32  0.389
H 7.38 1.97 -6.59  0.366
C 2.60 -6.96 -4.71  -0.994
N 2.24 -5.61 -4.34  -0.028
C 2.76 -4.44 -4.81  0.930
C 3.85 -4.54 -5.85  -1.601
O 2.35 -3.37 -4.40  -0.459
H 1.73 -7.49 -5.11  0.300
H 2.95 -7.51 -3.84  0.301
H 3.38 -6.96 -5.46  0.387
H 1.52 -5.48 -3.65  0.116
H 4.16 -3.53 -6.12  0.232
H 4.72 -5.08 -5.46  0.388
H 3.50 -5.05 -6.75  0.408

The highest F_max belongs to which entry? C26H55ClInNO6P